(1)
Here is a molecular structure, C46H42IrOP2S4 at a distorted geometry from the Open Molecules 2025 dataset. Energies are from ωB97M-V with the def2-TZVPD basis set.

The geometry in XYZ format:
```
96
C46H42IrOP2S4 | the Open Molecules 2025 dataset | ωB97M-V with the def2-TZVPD basis set
Ir -0.812 1.538 -0.342
C -5.206 4.177 1.486
C -4.408 2.886 1.223
C -4.720 1.823 2.279
C -2.940 3.251 1.161
C -2.283 3.356 -0.080
C -0.989 3.955 -0.166
C -0.359 4.425 0.984
C 0.942 5.191 0.909
C -1.000 4.242 2.207
C -2.255 3.660 2.298
H -6.279 3.965 1.516
H -5.019 4.914 0.698
H -4.911 4.623 2.441
H -4.708 2.503 0.242
H -4.565 2.207 3.293
H -4.095 0.935 2.143
H -5.768 1.520 2.194
H -2.878 3.258 -0.981
H -0.592 4.239 -1.131
H 1.356 5.192 -0.101
H 1.684 4.790 1.608
H 0.770 6.231 1.203
H -0.523 4.620 3.110
H -2.737 3.584 3.270
O 2.904 -1.529 -1.495
C 3.556 -0.537 -0.850
C 4.901 -0.398 -0.621
C 5.345 0.821 -0.108
C 4.457 1.859 0.148
C 3.094 1.682 -0.057
C 2.634 0.463 -0.537
P 0.896 0.142 -0.990
C -0.327 1.027 1.613
C 0.658 1.739 2.321
C 0.841 1.559 3.696
C 0.071 0.638 4.394
C -0.893 -0.095 3.714
C -1.078 0.083 2.342
C 0.946 0.207 -2.801
C -0.398 0.302 -3.437
C -0.404 0.404 -4.925
C 0.737 0.592 -5.616
C 1.988 0.652 -4.939
C 2.061 0.469 -3.545
C 2.972 -2.871 -1.661
C 3.993 -3.634 -2.168
C 3.700 -4.967 -2.457
C 2.430 -5.495 -2.250
C 1.414 -4.708 -1.711
C 1.705 -3.387 -1.412
P 0.644 -2.182 -0.542
C 1.077 -2.492 1.181
C 0.794 -3.770 1.683
C 1.176 -4.103 2.972
C 1.869 -3.180 3.753
C 2.166 -1.924 3.250
C 1.767 -1.571 1.966
C -1.027 -2.776 -0.840
C -1.412 -2.961 -2.175
C -2.695 -3.401 -2.470
C -3.587 -3.688 -1.435
C -3.198 -3.535 -0.111
C -1.924 -3.061 0.193
H 5.597 -1.194 -0.868
H 6.406 0.959 0.069
H 4.833 2.813 0.502
H 2.393 2.490 0.128
H 1.289 2.460 1.813
H 1.598 2.145 4.217
H 0.236 0.477 5.456
H -1.508 -0.818 4.250
H -1.836 -0.516 1.847
H -1.099 -0.450 -3.066
H -1.369 0.396 -5.423
H 0.709 0.685 -6.697
H 2.897 0.834 -5.504
H 3.033 0.514 -3.072
H 4.974 -3.219 -2.367
H 4.476 -5.593 -2.884
H 2.228 -6.526 -2.514
H 0.425 -5.122 -1.538
H 0.286 -4.504 1.065
H 0.948 -5.090 3.362
H 2.179 -3.449 4.759
H 2.718 -1.212 3.853
H 1.996 -0.585 1.594
H -0.700 -2.783 -2.978
H -2.999 -3.533 -3.504
H -4.593 -4.030 -1.667
H -3.893 -3.760 0.691
H -1.630 -2.915 1.225
S -1.117 1.909 -2.731
S -3.219 1.594 -3.295
S -3.996 0.460 -1.870
S -2.818 0.109 -0.392
```

Calculated values
**Spin multiplicity**: 2
**⟨S²⟩**: 0.767
**Strongest force on any atom**: 3.0 eV/A
**HOMO (spin up / spin down)**: -0.4290 / -0.4262 Ha
**Total charge**: +2
**E**: -4232.539551 Eh

(2)
Here is a molecular structure, C46H43Cl2KN4O2P2Si from the Open Molecules 2025 dataset. Energies are from ωB97M-V with the def2-TZVPD basis set.

The geometry in XYZ format:
```
101
C46H43Cl2KN4O2P2Si | the Open Molecules 2025 dataset | ωB97M-V with the def2-TZVPD basis set
K 0.214 -0.495 -0.471
O -0.315 -2.570 0.558
C -0.081 -3.789 0.332
C 0.287 -4.690 1.387
C 0.581 -6.013 1.176
C 0.529 -6.563 -0.107
C 0.164 -5.740 -1.156
C -0.159 -4.390 -0.984
C -0.574 -3.611 -2.139
N -0.544 -2.303 -2.323
C -1.020 -2.064 -3.583
C -1.362 -3.233 -4.190
N -1.077 -4.212 -3.266
H 0.336 -4.263 2.382
H 0.866 -6.639 2.017
H 0.787 -7.601 -0.283
H 0.166 -6.161 -2.158
H -1.107 -1.058 -3.961
H -1.783 -3.455 -5.155
H -1.272 -5.191 -3.357
Cl 1.981 2.936 -4.059
C 2.883 1.520 -3.599
C 3.871 1.067 -4.461
C 4.626 -0.038 -4.144
Cl 5.858 -0.569 -5.268
C 4.413 -0.735 -2.939
C 5.127 -1.886 -2.544
C 4.829 -2.489 -1.348
C 3.827 -1.932 -0.545
N 3.148 -0.860 -0.881
C 3.403 -0.254 -2.056
C 2.570 0.913 -2.360
O 1.674 1.305 -1.569
H 4.042 1.594 -5.390
H 5.893 -2.282 -3.197
H 5.347 -3.382 -1.024
H 3.566 -2.391 0.404
N -0.781 2.696 2.186
P -0.951 1.606 3.490
C -1.188 2.883 4.795
C -0.131 3.156 5.666
C -0.231 4.162 6.611
C -1.398 4.912 6.708
C -2.456 4.647 5.849
C -2.355 3.642 4.901
C -2.670 0.998 3.306
C -3.280 0.399 4.409
C -4.549 -0.145 4.305
C -5.211 -0.127 3.083
C -4.594 0.433 1.975
C -3.332 1.002 2.083
P 0.315 2.345 0.912
C 1.946 2.732 1.657
C 3.005 1.881 1.350
C 4.258 2.097 1.908
C 4.458 3.152 2.786
C 3.403 3.999 3.102
C 2.156 3.791 2.536
C 0.025 3.892 -0.019
C 1.068 4.430 -0.772
C 0.861 5.550 -1.561
C -0.394 6.140 -1.615
C -1.443 5.594 -0.891
C -1.241 4.470 -0.105
H -0.869 3.667 2.459
H 0.781 2.574 5.585
H 0.599 4.364 7.277
H -1.481 5.697 7.449
H -3.367 5.231 5.921
H -3.182 3.434 4.234
H -2.753 0.362 5.359
H -5.017 -0.601 5.170
H -6.195 -0.572 2.997
H -5.065 0.420 1.000
H -2.877 1.387 1.172
H 2.844 1.059 0.662
H 5.079 1.435 1.658
H 5.434 3.317 3.227
H 3.557 4.825 3.787
H 1.339 4.463 2.777
H 2.037 3.948 -0.760
H 1.676 5.945 -2.154
H -0.561 7.008 -2.242
H -2.435 6.026 -0.963
H -2.079 4.009 0.403
C -4.851 3.691 -0.596
Si -4.012 2.595 -1.953
C -3.722 3.871 -3.368
C -5.459 1.499 -2.582
C -2.622 1.607 -1.383
H -5.670 4.297 -1.000
H -4.130 4.373 -0.123
H -5.254 3.059 0.200
H -4.607 4.480 -3.587
H -3.424 3.356 -4.283
H -2.904 4.546 -3.098
H -6.395 2.056 -2.684
H -5.629 0.674 -1.884
H -5.219 1.062 -3.555
H -1.613 2.001 -1.284
H -2.633 0.554 -1.673
```

Calculated values
**Strongest force on any atom**: 0.8 eV/A
**HOMO**: -0.0177 Ha
**Total charge**: -2
**E**: -4640.874041 Eh

(3)
Here is a molecular structure, C46H43FN3O4PPtS from the Open Molecules 2025 dataset. Energies are from ωB97M-V with the def2-TZVPD basis set.

The geometry in XYZ format:
```
100
C46H43FN3O4PPtS | the Open Molecules 2025 dataset | ωB97M-V with the def2-TZVPD basis set
Pt 0.724 -2.061 -1.129
F 0.173 4.217 1.787
C -0.531 3.111 2.109
C -0.286 1.961 1.420
C -0.956 0.781 1.755
C -0.668 -0.449 1.022
O 0.231 -0.398 0.135
C -1.404 -1.594 1.414
C -2.274 -1.489 2.468
N -2.550 -0.361 3.138
C -3.482 -0.390 4.250
C -4.730 -1.205 4.127
C -4.813 0.292 4.100
C -1.884 0.808 2.803
C -2.133 2.006 3.485
C -1.466 3.173 3.158
N -1.761 4.358 3.869
C -1.465 5.670 3.302
C -2.163 6.734 4.164
N -3.331 6.096 4.858
C -2.865 5.098 5.891
C -1.648 4.362 5.319
C -1.360 -2.972 0.781
O -1.793 -3.908 1.422
O -0.945 -3.065 -0.444
H 0.449 1.948 0.628
H -2.788 -2.383 2.792
H -2.992 -0.357 5.215
H -5.059 -1.732 5.009
H -4.911 -1.723 3.196
H -5.219 0.804 4.962
H -5.023 0.751 3.144
H -2.882 2.026 4.262
H -1.840 5.705 2.280
H -0.399 5.909 3.277
H -2.523 7.568 3.566
H -1.518 7.123 4.950
H -3.889 5.601 4.161
H -3.929 6.802 5.289
H -3.702 4.429 6.080
H -2.633 5.648 6.801
H -1.624 3.347 5.705
H -0.719 4.849 5.638
C 6.370 -2.595 -3.825
C 5.128 -2.984 -4.308
C 3.970 -2.520 -3.708
C 4.044 -1.666 -2.605
C 5.297 -1.260 -2.139
C 6.452 -1.730 -2.745
P 2.534 -0.925 -1.941
C 3.079 0.172 -0.607
C 3.735 -0.380 0.495
C 4.113 0.420 1.559
C 3.846 1.785 1.527
C 3.209 2.340 0.429
C 2.820 1.536 -0.636
C 1.798 0.030 -3.257
C 2.483 0.889 -4.077
C 1.797 1.557 -5.108
C 0.461 1.332 -5.303
C -0.267 0.433 -4.486
C -1.639 0.155 -4.686
C -2.280 -0.741 -3.882
C -1.595 -1.409 -2.838
C -0.270 -1.164 -2.625
C 0.419 -0.229 -3.440
H 7.273 -2.960 -4.297
H 5.057 -3.650 -5.157
H 3.006 -2.828 -4.089
H 5.387 -0.569 -1.314
H 7.417 -1.410 -2.375
H 4.014 -1.430 0.489
H 4.638 -0.011 2.401
H 4.156 2.414 2.351
H 3.017 3.405 0.394
H 2.317 1.972 -1.491
H 3.548 1.045 -3.946
H 2.334 2.238 -5.754
H -0.061 1.836 -6.107
H -2.166 0.654 -5.491
H -3.326 -0.964 -4.043
H -2.123 -2.131 -2.233
S 1.203 -3.936 -2.398
C -0.253 -4.228 -3.351
C -1.374 -4.810 -2.767
C -2.502 -5.047 -3.541
C -2.505 -4.712 -4.889
C -1.378 -4.144 -5.473
C -0.251 -3.904 -4.706
H -1.357 -5.053 -1.714
H -3.374 -5.504 -3.093
H -3.382 -4.906 -5.492
H -1.380 -3.892 -6.525
H 0.627 -3.446 -5.151
C 1.652 -4.408 0.941
O 1.579 -2.972 0.747
H 1.844 -4.612 1.992
H 2.430 -4.837 0.312
H 0.683 -4.804 0.656
H 2.326 -2.527 1.159
```

Calculated values
**Strongest force on any atom**: 0.2 eV/A
**HOMO**: -0.4372 Ha
**Total charge**: +2
**E**: -3202.216756 Eh